Below is a molecular structure, C17H28NO2P2Sn in a non-equilibrium geometry, with properties calculated with ωB97M-V/def2-TZVPD.

As for the spin multiplicity: 1. The total charge is +1. For the energy above the lowest of the compared OMol25 structures with the same formula, charge and spin, the calculation gives 28.01 kcal/mol. For the HOMO-LUMO gap, the calculation gives 5.5728 eV. For the energy, the calculation gives -1766.55304 a.u.

Last column: natural (NBO) charge in e.
Geometry (Å):
Sn: 0.064 -0.644 0.672  0.67
P: -2.381 -0.321 0.009  0.89
C: -2.249 0.423 -1.694  -0.75
C: -0.837 0.758 -2.168  0.26
N: 0.261 0.509 -1.397  -0.53
C: 1.502 0.945 -1.783  0.25
C: 1.682 1.681 -2.965  -0.23
C: 0.563 1.928 -3.769  -0.12
C: -0.691 1.436 -3.391  -0.23
C: 2.714 0.561 -0.891  -0.77
P: 2.559 -0.928 0.165  0.92
H: -1.595 1.609 -3.979  0.24
H: 2.698 2.073 -3.192  0.25
H: 0.666 2.555 -4.662  0.24
H: 3.603 0.308 -1.492  0.25
H: 3.015 1.384 -0.219  0.28
H: -2.843 -0.184 -2.376  0.26
H: -2.852 1.333 -1.545  0.27
H: -2.301 -3.335 -2.870  0.46
O: -1.668 -3.836 -3.473  -0.93
H: -1.788 -3.320 -4.291  0.47
H: -0.449 -4.571 0.975  0.48
O: 0.170 -3.978 0.517  -0.95
H: 0.224 -4.302 -0.429  0.48
C: 3.025 -2.337 -0.877  -0.94
H: 3.952 -2.055 -1.405  0.24
H: 3.197 -3.232 -0.256  0.27
H: 2.244 -2.586 -1.615  0.26
C: 3.725 -0.859 1.552  -0.94
H: 3.654 -1.778 2.151  0.27
H: 4.753 -0.763 1.177  0.24
H: 3.512 -0.007 2.211  0.27
C: -3.162 1.118 0.790  -0.95
H: -4.167 1.246 0.357  0.23
H: -3.242 1.019 1.873  0.26
H: -2.599 2.033 0.572  0.25
C: -3.576 -1.710 0.126  -0.93
H: -3.739 -1.973 1.184  0.27
H: -4.543 -1.423 -0.317  0.25
H: -3.209 -2.616 -0.385  0.25
C: -0.098 3.026 4.189  -0.20
C: -0.324 1.686 4.516  -0.22
C: -0.178 0.668 3.551  -0.19
C: 0.198 0.981 2.244  -0.40
C: 0.420 2.315 1.924  -0.27
C: 0.271 3.324 2.883  -0.21
H: -0.219 3.815 4.941  0.23
H: -0.635 1.439 5.530  0.22
H: -0.405 -0.371 3.836  0.21
H: 0.665 2.602 0.902  0.19
H: 0.414 4.355 2.593  0.22

=====

Below is 2 unconnected molecules or ions with the total composition C15H18O in a non-equilibrium geometry, with properties calculated with ωB97M-V/def2-TZVPD.

As for the spin multiplicity: 1. For the energy above the lowest of the compared OMol25 structures with the same formula, charge and spin, the calculation gives 37.20 kcal/mol. For the HOMO-LUMO gap, the calculation gives 9.0194 eV. For the energy, the calculation gives -657.55779 a.u.

Last column: natural (NBO) charge in e.
Geometry (Å):
C: -4.700 0.536 0.453  -0.64
C: -3.617 1.086 1.435  -0.42
C: -2.304 0.370 1.400  -0.04
C: -1.603 0.307 2.619  -0.19
C: -0.382 -0.378 2.707  -0.26
C: 0.221 -0.802 1.526  0.29
O: 1.305 -1.619 1.679  -0.70
C: -0.407 -0.610 0.294  -0.28
C: -1.724 -0.205 0.262  -0.21
H: -4.745 1.199 -0.394  0.22
H: -5.648 0.357 0.974  0.22
H: -4.466 -0.527 0.375  0.22
H: -3.412 2.089 1.012  0.21
H: -3.936 1.230 2.465  0.21
H: -2.019 0.697 3.539  0.20
H: 0.127 -0.531 3.648  0.22
H: 1.339 -2.403 1.142  0.49
H: 0.197 -0.900 -0.554  0.23
H: -2.389 -0.128 -0.593  0.22
C: 0.888 1.034 -2.680  -0.65
C: 1.970 0.363 -1.883  -0.01
C: 2.432 0.711 -0.607  -0.22
C: 3.611 0.223 -0.085  -0.20
C: 4.272 -0.817 -0.754  -0.22
C: 3.539 -1.485 -1.730  -0.21
C: 2.466 -0.872 -2.371  -0.24
H: 1.421 1.376 -3.575  0.23
H: 0.565 1.987 -2.254  0.22
H: 0.018 0.427 -2.903  0.22
H: 1.814 1.478 -0.146  0.21
H: 3.928 0.566 0.889  0.22
H: 5.164 -1.219 -0.294  0.22
H: 3.904 -2.377 -2.233  0.21
H: 2.169 -1.163 -3.363  0.21

=====

Below is a molecular structure, C3H7NO2 in a non-equilibrium geometry, with properties calculated with ωB97M-V/def2-TZVPD.

As for the spin multiplicity: 1. For the energy above the lowest of the compared OMol25 structures with the same formula, charge and spin, the calculation gives 78.46 kcal/mol. For the HOMO-LUMO gap, the calculation gives 10.1741 eV. For the energy, the calculation gives -323.65594 a.u.

Last column: natural (NBO) charge in e.
Geometry (Å):
C: 2.026 0.749 0.205  -0.25
O: 0.628 0.707 0.445  -0.51
C: -0.020 -0.315 -0.165  -0.02
C: -1.333 -0.693 0.478  0.60
O: -1.304 -1.452 1.427  -0.61
N: -2.347 -0.137 -0.184  -0.85
H: 2.249 0.975 -0.847  0.18
H: 2.506 -0.200 0.482  0.18
H: 2.413 1.550 0.836  0.20
H: 0.599 -1.206 -0.305  0.20
H: -0.412 0.050 -1.491  0.03
H: -3.291 -0.412 0.155  0.43
H: -1.713 0.384 -1.036  0.43

=====

Below is a single C3H7NO2S molecule in a non-equilibrium geometry, with properties calculated with ωB97M-V/def2-TZVPD.

As for the spin multiplicity: 1. For the energy above the lowest of the compared OMol25 structures with the same formula, charge and spin, the calculation gives 101.07 kcal/mol. For the HOMO-LUMO gap, the calculation gives 9.6949 eV. For the energy, the calculation gives -721.80157 a.u.

Last column: natural (NBO) charge in e.
Geometry (Å):
C: 1.423 1.734 -0.123  -0.74
S: 1.095 0.092 -0.899  0.27
C: -0.126 -0.463 0.210  -0.28
C: -0.520 -1.914 0.064  -0.62
N: -1.462 0.301 -0.043  0.52
O: -1.676 1.229 0.735  -0.39
O: -2.019 0.079 -1.090  -0.36
H: 1.751 2.123 -1.084  0.23
H: 2.137 1.779 0.710  0.22
H: 0.569 2.277 0.263  0.24
H: 0.277 -0.358 1.184  0.23
H: -1.199 -2.224 0.746  0.22
H: -0.674 -2.120 -0.972  0.23
H: 0.423 -2.535 0.300  0.22

=====

Below is a molecular structure, C21H42F4InO5 in a non-equilibrium geometry, with properties calculated with ωB97M-V/def2-TZVPD.

As for the spin multiplicity: 1. The total charge is -1. For the HOMO-LUMO gap, the calculation gives 6.3837 eV. For the energy, the calculation gives -1791.01275 a.u.

Last column: Löwdin charge in e.
Geometry (Å):
C: -1.467 4.571 1.888  -0.17
C: -0.851 5.724 0.975  -0.42
F: -1.978 6.372 0.297  -0.21
In: 0.401 4.812 -0.720  0.49
C: -0.832 3.006 -1.423  -0.25
C: -0.044 2.226 -2.552  -0.34
O: -0.920 2.115 -3.704  -0.07
C: 0.506 0.792 -2.142  -0.40
F: 0.153 0.343 -0.881  0.08
F: 1.912 0.798 -2.198  0.07
F: -0.022 -0.156 -3.047  0.05
H: -0.738 4.189 2.672  0.07
H: -1.761 3.650 1.280  0.04
H: -2.399 4.896 2.450  0.06
H: -0.247 6.452 1.594  0.05
H: 0.581 5.979 -2.103  -0.09
H: 2.041 4.306 -0.175  -0.12
H: -1.825 3.436 -1.788  0.05
H: -1.058 2.421 -0.485  0.01
H: 0.831 2.860 -2.895  0.13
H: -1.779 1.800 -3.374  0.09
C: -2.699 0.298 5.160  -0.18
C: -2.417 -0.378 3.834  -0.18
C: -3.004 0.612 2.847  -0.20
O: -2.874 1.913 3.436  -0.14
C: -2.507 1.763 4.812  -0.21
H: -2.049 -0.035 5.971  0.11
H: -3.737 0.117 5.456  0.11
H: -1.337 -0.461 3.682  0.12
H: -2.851 -1.375 3.747  0.11
H: -4.071 0.424 2.681  0.12
H: -2.493 0.595 1.882  0.11
H: -1.458 2.061 4.914  0.12
H: -3.119 2.425 5.429  0.11
C: 4.607 7.229 -4.131  -0.19
C: 4.484 6.137 -5.172  -0.19
C: 3.865 5.008 -4.368  -0.21
O: 3.059 5.616 -3.354  -0.19
C: 3.353 7.015 -3.303  -0.22
H: 4.672 8.234 -4.553  0.11
H: 5.496 7.058 -3.515  0.11
H: 3.797 6.453 -5.963  0.11
H: 5.434 5.860 -5.634  0.11
H: 4.633 4.405 -3.871  0.12
H: 3.247 4.347 -4.981  0.12
H: 2.499 7.553 -3.728  0.11
H: 3.477 7.326 -2.264  0.12
C: -1.114 -4.322 -0.176  -0.18
C: -0.343 -3.056 -0.488  -0.17
C: -0.653 -2.193 0.719  -0.21
O: -0.849 -3.085 1.827  -0.15
C: -0.954 -4.426 1.329  -0.21
H: -0.747 -5.204 -0.704  0.11
H: -2.171 -4.186 -0.431  0.11
H: 0.729 -3.275 -0.527  0.12
H: -0.629 -2.588 -1.431  0.11
H: -1.579 -1.627 0.576  0.11
H: 0.151 -1.492 0.951  0.11
H: -0.033 -4.955 1.593  0.11
H: -1.796 -4.932 1.808  0.11
C: 0.733 -9.743 1.032  -0.18
C: -0.678 -9.476 0.553  -0.18
C: -0.966 -8.119 1.166  -0.21
O: 0.286 -7.427 1.249  -0.15
C: 1.347 -8.357 0.990  -0.20
H: 1.275 -10.467 0.422  0.11
H: 0.712 -10.112 2.063  0.11
H: -0.692 -9.404 -0.539  0.12
H: -1.397 -10.240 0.853  0.11
H: -1.363 -8.217 2.182  0.12
H: -1.671 -7.531 0.573  0.11
H: 1.755 -8.133 -0.002  0.12
H: 2.139 -8.225 1.730  0.12

=====

Below is 14 unconnected molecules or ions with the total composition C5H35N3O13 in a non-equilibrium geometry, with properties calculated with ωB97M-V/def2-TZVPD.

As for the spin multiplicity: 1. For the HOMO-LUMO gap, the calculation gives 8.6760 eV. For the energy, the calculation gives -1353.90384 a.u.

Last column: natural (NBO) charge in e.
Geometry (Å):
C: 0.433 1.296 -0.620  -0.23
C: -0.738 0.487 0.016  -0.48
C: -0.403 -0.969 0.174  0.16
C: -0.445 -2.052 -0.662  -0.16
N: -0.082 -3.208 -0.031  -0.47
C: 0.131 -2.863 1.224  0.12
N: -0.103 -1.519 1.392  -0.53
N: -0.149 1.961 -1.805  -0.90
H: 1.279 0.675 -0.886  0.19
H: 0.733 2.076 0.050  0.20
H: -0.923 0.979 0.961  0.26
H: -1.599 0.414 -0.645  0.23
H: -0.670 -2.043 -1.720  0.19
H: 0.468 -3.467 2.052  0.21
H: -0.170 -0.941 2.213  0.43
H: 0.222 2.881 -1.995  0.37
H: -0.172 1.382 -2.631  0.38
H: 2.240 -0.620 5.071  0.48
H: 2.499 -0.983 3.520  0.51
O: 2.148 -0.354 4.158  -1.01
H: 1.594 -2.143 -1.473  0.51
H: 1.610 -1.013 -2.646  0.50
O: 2.115 -1.504 -1.975  -1.03
H: -3.614 2.326 -0.956  0.49
H: -2.323 2.508 -1.684  0.50
O: -3.232 2.202 -1.837  -0.96
H: -0.888 2.962 0.308  0.47
H: -1.421 3.396 1.700  0.50
O: -0.712 3.498 1.054  -0.96
H: 0.008 -0.584 -4.517  0.50
H: 1.658 -0.697 -4.358  0.52
O: 0.803 -0.375 -4.027  -1.00
H: -3.249 -1.209 -0.275  0.50
H: -3.423 -2.396 0.707  0.47
O: -3.166 -1.477 0.658  -0.99
H: 1.373 2.172 1.870  0.49
H: 1.459 0.738 2.415  0.51
O: 0.836 1.440 2.174  -0.96
H: -1.129 1.825 4.405  0.47
H: -0.554 1.579 3.064  0.50
O: -1.434 1.603 3.517  -1.00
H: 3.903 -1.284 -3.431  0.48
H: 2.840 -2.356 -3.724  0.49
O: 3.441 -1.731 -4.134  -0.96
H: 3.681 -1.047 1.405  0.51
H: 2.402 -1.822 1.300  0.48
O: 3.137 -1.674 1.908  -0.98
H: -4.073 -0.010 1.756  0.48
H: -3.213 0.705 2.579  0.48
O: -3.861 0.925 1.888  -0.97
H: 3.328 1.037 -0.149  0.47
H: 3.353 -0.247 -0.966  0.50
O: 3.598 0.117 -0.100  -0.97
H: -2.588 -0.613 -2.278  0.45
H: -3.448 0.497 -1.999  0.50
O: -3.510 -0.478 -2.016  -0.96

=====

no.,LUMO energy (eV)
1,-2.84
2,0.82
3,0.75
4,0.24
5,2.08
6,-0.04